Computed, not measured: a gas-phase ion, C5H11N2 (charge +1) in a non-equilibrium geometry, with wB97M-V/def2-TZVPD.

XYZ file:
```
18
Properties=species:S:1:pos:R:3:forces:R:3
N -0.496 -1.383 -0.869 0.980 1.885 0.044
N -1.134 0.846 0.176 1.889 -1.433 0.401
C 1.334 0.886 0.121 -2.879 2.324 0.018
C 1.300 -0.489 0.526 3.797 -0.702 2.377
C 0.936 -1.421 -0.535 0.783 -3.280 0.417
C -2.129 1.495 0.590 -2.870 0.978 1.316
C 0.105 1.428 -0.175 1.148 1.196 -0.393
H -0.676 -1.034 -1.823 -0.318 -1.483 0.460
H -0.784 -2.259 -0.465 -1.476 -0.096 -1.207
H 1.664 -1.519 -1.393 -1.029 0.374 0.898
H -0.203 2.386 -0.468 1.303 2.007 -0.433
H -2.737 1.094 1.474 0.311 -0.145 -1.942
H 0.619 -0.527 1.399 0.378 -0.665 -0.239
H 1.032 -2.328 0.132 0.090 -0.048 -1.621
H 2.390 -0.907 0.866 -2.563 1.370 -0.428
H 2.194 1.488 0.396 -0.040 0.317 -1.088
H -2.531 2.503 0.223 1.585 -0.909 0.618
H -0.886 -0.258 -0.173 -1.090 -1.690 0.803
```
Forces are in eV/Å.

Results
SMILES string	C=[NH+]/C=C\CCN
charge	+1
electronic energy	-8333.1078	eV

Results of the natural (NBO) charge analysis, in e, for atoms 1 through 4:
1. N -0.817
2. N -0.524
3. C -0.132
4. C -0.491